Entry 1:
Density functional theory data (the ωB97M-V functional and the def2-TZVPD basis) for C16H24CsN5O8P2S2 as an isolated structure.

Each line ends with the Löwdin charge.
Atoms and positions in Å:
Cs  -0.61352  -1.62022  1.33603  1.199
O  -0.06424  -3.76354  5.92851  -0.160
P  0.70681  -3.48136  4.52093  0.134
O  2.17511  -3.53099  4.75562  -0.344
O  0.06586  -2.30287  3.86196  -0.550
O  0.35151  -4.83607  3.68513  -0.303
P  -0.83310  -5.16009  2.62082  0.137
O  -2.16194  -4.57894  3.40269  -0.184
O  -0.97358  -6.63685  2.54471  -0.342
O  -0.62621  -4.30216  1.41265  -0.564
H  -1.00124  -3.61577  5.74777  0.047
H  -2.59170  -5.35809  3.77087  0.049
C  -2.23487  2.59141  -4.78944  -0.089
C  -2.55040  1.14593  -4.41556  -0.228
N  -1.41385  0.41488  -3.87873  -0.147
C  -0.66671  -0.44886  -4.77575  -0.278
C  0.48645  0.25011  -5.49103  -0.095
C  -1.04508  0.56614  -2.56489  -0.784
S  0.34161  -0.19353  -1.95227  0.575
N  -1.75849  1.52704  -1.93402  0.062
C  -2.04171  1.46459  -0.63313  -0.507
O  -1.98952  0.48271  0.11851  -0.234
C  -2.58053  2.76660  -0.05342  -0.122
C  -2.92132  3.85294  -0.85382  -0.035
C  -3.41790  5.01981  -0.28703  -0.106
C  -3.57051  5.11832  1.09091  -0.122
C  -3.22720  4.03908  1.89595  -0.097
C  -2.74158  2.87021  1.32354  -0.026
H  -3.12937  3.09349  -5.16859  0.063
H  -1.46111  2.64185  -5.55698  0.053
H  -1.88115  3.12115  -3.90441  0.050
H  -2.90077  0.60105  -5.29639  0.104
H  -3.34954  1.13723  -3.67734  0.108
H  -1.37291  -0.85671  -5.50474  0.103
H  -0.26775  -1.27306  -4.18762  0.065
H  0.13281  1.05394  -6.14032  0.051
H  1.04006  -0.46652  -6.10432  0.065
H  1.16723  0.66504  -4.74725  0.056
H  -2.78615  3.76020  -1.92398  0.088
H  -3.68464  5.85725  -0.92185  0.088
H  -3.95357  6.03005  1.53463  0.086
H  -3.33887  4.10781  2.97162  0.093
H  -2.47983  2.01276  1.92991  0.112
C  5.37050  1.09853  3.10652  -0.124
C  5.65888  0.32482  1.81992  -0.264
C  4.67986  -0.77393  1.54788  -0.660
N  4.05529  -0.89237  0.42883  -0.004
N  3.19595  -1.97882  0.39586  -0.002
C  3.21028  -2.64790  1.51369  -0.710
N  2.51790  -3.79672  1.74249  0.105
S  4.25726  -1.97121  2.72664  1.084
H  6.08086  1.91746  3.23534  0.060
H  5.43858  0.44981  3.98167  0.058
H  4.36238  1.51467  3.08422  0.079
H  6.67241  -0.08743  1.85897  0.099
H  5.61359  0.98985  0.95637  0.104
H  1.67638  -3.90316  1.18468  0.067
H  2.37327  -4.00957  2.72701  0.035

Its net charge is -2.



Entry 2:
Density functional theory data (the ωB97M-V functional and the def2-TZVPD basis) for a 8-piece molecular cluster, C16H24F4N4O20 overall in a non-equilibrium geometry.

Each line ends with the Löwdin charge.
Atoms and positions in Å:
C  1.38903  -17.84399  10.73068  0.064
N  0.91278  -18.61444  9.55885  -0.438
O  -0.09242  -18.13562  9.11934  0.069
O  1.58163  -19.47715  9.08433  0.097
H  2.07772  -17.09788  10.39284  0.070
H  1.92513  -18.53757  11.41255  0.118
H  0.57147  -17.42041  11.22425  0.084
C  -3.14625  -14.33545  2.35292  0.049
N  -2.54860  -15.19212  3.47336  -0.406
O  -1.44742  -14.80484  3.82230  0.053
O  -3.27373  -15.99001  4.04379  0.055
H  -2.41198  -13.65128  1.94805  0.088
H  -4.04060  -13.86037  2.75091  0.098
H  -3.50262  -14.94612  1.51450  0.069
C  -4.58815  -19.24410  1.97842  0.049
N  -3.71377  -18.06182  1.73903  -0.430
O  -4.27766  -17.12560  1.15475  0.029
O  -2.58449  -18.09497  2.11279  0.074
H  -4.36860  -20.06725  1.25807  0.113
H  -5.62266  -18.91116  1.86787  0.096
H  -4.27080  -19.61113  2.98207  0.092
C  -0.31250  -15.37408  6.85535  0.034
N  0.60545  -16.43908  6.81237  -0.412
O  0.39584  -17.47727  6.22835  0.096
O  1.66680  -16.16904  7.37876  0.052
H  -0.45200  -14.99025  7.82871  0.074
H  -1.29410  -15.57808  6.44006  0.097
H  0.12310  -14.55051  6.23357  0.139
C  5.97334  -16.93492  5.48719  -0.042
C  6.58372  -18.15226  6.16259  -0.317
O  5.58958  -18.49914  7.10659  0.132
C  4.99768  -17.33018  7.47040  -0.565
O  4.39859  -17.22191  8.46422  0.175
O  5.18809  -16.35267  6.55189  0.086
F  7.68423  -17.82631  6.86278  0.083
H  5.36173  -17.22327  4.54530  0.149
H  6.73178  -16.27241  5.21872  0.114
H  6.77820  -19.02952  5.52054  0.176
C  0.51180  -18.76638  2.87470  -0.008
C  1.56331  -19.84607  2.88520  -0.263
O  2.64996  -19.14800  3.44416  0.137
C  2.54581  -17.83624  3.20528  -0.559
O  3.40856  -16.98054  3.40517  0.111
O  1.34783  -17.55937  2.75290  0.095
F  1.85905  -20.30606  1.60496  0.041
H  -0.06654  -18.75443  3.78557  0.105
H  -0.18345  -18.66567  2.01576  0.139
H  1.38291  -20.76389  3.47276  0.168
C  -1.16140  -21.34322  7.41210  -0.004
C  0.18007  -21.10598  6.62224  -0.307
O  -0.32537  -20.51634  5.45337  0.086
C  -1.70531  -20.39544  5.44442  -0.527
O  -2.38100  -20.03824  4.51811  0.151
O  -2.20943  -20.90304  6.54524  0.105
F  0.81600  -22.25274  6.41226  0.096
H  -1.15818  -20.78937  8.30745  0.108
H  -1.25919  -22.41799  7.59685  0.144
H  0.88035  -20.40994  6.99424  0.128
C  2.79927  -13.48352  8.82033  0.011
C  2.81567  -14.68228  9.77265  -0.302
O  1.48093  -14.96785  9.90895  0.072
C  0.76152  -13.80670  9.70309  -0.617
O  -0.38630  -13.72423  9.91035  0.188
O  1.49170  -12.87014  9.16526  0.103
F  3.21842  -14.19799  11.03289  0.023
H  2.78648  -13.87354  7.76797  0.147
H  3.50233  -12.72187  8.99776  0.122
H  3.50348  -15.50030  9.47796  0.145

The SMILES is O=C1OC[C@@H](F)O1.O=C1OC[C@@H](F)O1.O=C1OC[C@@H](F)O1.O=C1OC[C@@H](F)O1.C[N+](=O)[O-].C[N+](=O)[O-].C[N+](=O)[O-].C[N+](=O)[O-].



Computed values of HOMO level (unit: eV) for the preceding records, in sequence: -2.66 -10.99.
Computed values of orbital gap (unit: eV) for the preceding records, in sequence: 6.67 11.14.
Computed values of ΔE to the lowest compared entry with this formula, charge and spin (unit: kJ/mol) for the preceding records, in sequence: 17.76 42.35.